(1)
# C41H39F5Ge2MoSb2Se4

A structure of composition C41H39F5Ge2MoSb2Se4 at a distorted geometry (ωB97M-V with the def2-TZVPD basis set, OMol25).

Each line ends with the Löwdin spin population.
Cartesian coordinates (Å):
1 Mo 1.486 -1.438 0.370  1.522
2 Se 3.951 1.629 3.999  0.049
3 Sb 3.627 -0.620 3.266  0.033
4 Se 1.149 -1.301 2.717  -0.116
5 Se 3.879 -0.985 0.637  -0.475
6 Se 4.840 -2.336 4.397  0.015
7 C 1.589 -1.200 -4.547  0.022
8 C 2.536 -1.832 -3.749  -0.003
9 C 2.491 -1.684 -2.364  0.023
10 C 1.485 -0.926 -1.723  -0.011
11 C 0.553 -0.305 -2.561  0.019
12 C 0.600 -0.427 -3.945  -0.004
13 H 1.621 -1.308 -5.626  0.002
14 H 3.323 -2.432 -4.196  -0.001
15 H 3.263 -2.172 -1.796  0.002
16 H -0.239 0.280 -2.140  0.000
17 H -0.157 0.069 -4.547  -0.001
18 C 5.737 3.077 -1.084  -0.001
19 C 5.223 3.532 0.125  -0.001
20 C 3.960 3.127 0.556  -0.002
21 C 3.201 2.258 -0.224  -0.015
22 C 3.740 1.776 -1.425  -0.013
23 C 4.996 2.191 -1.858  -0.002
24 Sb 1.261 1.551 0.343  -0.019
25 C 0.175 2.788 -1.055  -0.005
26 C -0.980 3.470 -0.645  -0.001
27 C -1.723 4.225 -1.552  0.000
28 C -1.325 4.311 -2.881  -0.001
29 C -0.170 3.657 -3.300  0.000
30 C 0.576 2.905 -2.396  -0.001
31 C 0.874 2.837 1.998  -0.007
32 C 0.951 4.218 1.808  -0.001
33 C 0.733 5.089 2.869  0.000
34 C 0.430 4.584 4.132  0.000
35 C 0.342 3.211 4.325  0.000
36 C 0.565 2.341 3.262  -0.002
37 H 6.721 3.395 -1.414  0.000
38 H 5.813 4.193 0.755  0.000
39 H 3.599 3.462 1.514  0.000
40 H 3.198 1.046 -2.014  -0.001
41 H 5.399 1.808 -2.789  0.000
42 H -1.308 3.425 0.390  0.000
43 H -2.612 4.747 -1.213  0.000
44 H -1.908 4.890 -3.588  0.000
45 H 0.152 3.725 -4.334  0.000
46 H 1.477 2.419 -2.747  0.000
47 H 1.181 4.619 0.830  0.000
48 H 0.799 6.161 2.711  0.000
49 H 0.270 5.264 4.964  0.000
50 H 0.116 2.808 5.308  0.000
51 H 0.493 1.278 3.430  -0.002
52 C -4.534 -1.072 1.548  -0.002
53 Ge -2.701 -0.545 2.013  -0.002
54 C -2.767 1.416 1.855  0.000
55 C -2.475 -0.872 3.939  0.000
56 Ge -1.210 -1.769 0.450  0.003
57 C -2.149 -1.180 -1.223  0.003
58 C -2.651 0.129 -1.316  -0.001
59 C -3.242 0.614 -2.485  0.000
60 C -3.367 -0.216 -3.594  -0.001
61 C -2.881 -1.518 -3.528  0.000
62 C -2.272 -1.987 -2.364  -0.001
63 C -1.926 -3.608 0.757  0.002
64 C -2.598 -3.926 1.945  -0.001
65 C -3.180 -5.179 2.150  0.000
66 C -3.097 -6.154 1.165  -0.001
67 C -2.401 -5.876 -0.006  0.000
68 C -1.817 -4.627 -0.199  0.000
69 H -5.248 -0.470 2.133  0.000
70 H -4.713 -2.133 1.745  0.000
71 H -4.703 -0.883 0.481  0.000
72 H -3.044 1.830 2.833  0.000
73 H -3.525 1.712 1.118  0.000
74 H -1.816 1.853 1.573  0.000
75 H -2.826 0.016 4.479  0.000
76 H -1.431 -1.047 4.199  0.000
77 H -3.065 -1.734 4.273  0.000
78 H -2.550 0.806 -0.474  0.000
79 H -3.599 1.640 -2.526  0.000
80 H -3.830 0.151 -4.504  0.000
81 H -2.959 -2.170 -4.393  0.000
82 H -1.867 -2.992 -2.365  0.000
83 H -2.653 -3.199 2.746  0.000
84 H -3.695 -5.389 3.082  0.000
85 H -3.555 -7.126 1.314  0.000
86 H -2.295 -6.642 -0.769  0.000
87 H -1.231 -4.469 -1.094  0.000
88 F 1.101 -4.018 -1.005  0.006
89 C 1.549 -3.651 0.263  -0.002
90 F 0.749 -4.282 1.150  0.000
91 C 2.843 -4.498 0.395  0.000
92 F 3.450 -4.317 1.558  -0.004
93 F 3.709 -4.231 -0.611  -0.004
94 F 2.516 -5.791 0.303  0.001

Calculated values
Molecular weight, g mol⁻¹: 1427.3
Highest occupied orbital energy (spin up / spin down), eV: -5.3527 / -5.2582
E_LUMO (spin up / spin down), eV: -0.12 / 0.66
Spin multiplicity: 2
Total energy, hartree: -16393.4048
Net charge: -1



(2)
# C20H53N4O8Zn

A structure of composition C20H53N4O8Zn at a distorted geometry (ωB97M-V with the def2-TZVPD basis set, OMol25).

Each line ends with the Löwdin spin population.
Cartesian coordinates (Å):
1 Zn -1.156 1.555 -0.439  0.001
2 O 0.371 0.559 -0.978  0.044
3 H 1.170 0.618 -1.539  0.000
4 C 1.122 -2.995 -2.886  0.024
5 C 0.689 -3.139 -1.422  0.090
6 C 1.862 -2.835 -0.441  0.071
7 O 2.895 -3.855 -0.552  0.019
8 C 3.918 -3.800 0.484  0.007
9 N -0.406 -2.209 -1.170  0.674
10 H 1.974 -2.320 -2.968  0.000
11 H 0.418 -2.388 -3.456  0.000
12 H 1.254 -4.006 -3.272  0.004
13 H 0.209 -4.114 -1.341  0.008
14 H 1.517 -2.923 0.589  -0.001
15 H 2.311 -1.865 -0.652  0.001
16 H 3.568 -4.263 1.407  0.000
17 H 4.324 -2.850 0.832  0.000
18 H 4.825 -4.337 0.209  0.002
19 H -0.726 -2.419 -0.235  0.023
20 H -0.082 -1.254 -1.117  0.023
21 C 4.497 0.404 2.063  0.000
22 C 3.147 -0.184 1.651  0.001
23 C 2.240 -0.714 2.777  0.000
24 O 2.967 -1.662 3.594  0.000
25 C 2.147 -2.231 4.653  0.000
26 N 2.449 0.922 0.888  0.000
27 H 5.036 -0.403 2.557  0.000
28 H 4.400 1.298 2.679  0.000
29 H 5.118 0.793 1.256  0.000
30 H 3.475 -1.007 1.017  0.000
31 H 1.431 -1.234 2.264  0.000
32 H 1.953 0.020 3.529  0.000
33 H 1.366 -2.817 4.168  0.000
34 H 1.739 -1.419 5.256  0.000
35 H 2.658 -2.868 5.374  0.000
36 H 1.682 0.475 0.406  0.000
37 H 3.068 1.010 0.094  0.000
38 C -2.620 0.841 2.584  0.000
39 C -1.667 -0.133 1.848  0.000
40 C -1.849 -1.613 2.371  0.001
41 O -0.982 -2.481 1.695  0.006
42 C -0.898 -3.861 2.228  0.000
43 N -1.991 -0.063 0.432  0.000
44 H -2.601 0.767 3.672  0.000
45 H -3.647 0.732 2.237  0.000
46 H -2.253 1.848 2.388  0.000
47 H -0.608 0.100 1.957  0.000
48 H -2.913 -1.816 2.246  0.000
49 H -1.657 -1.644 3.443  0.000
50 H -1.865 -4.332 2.050  0.000
51 H -0.602 -3.773 3.273  0.000
52 H -0.167 -4.452 1.677  0.000
53 H -2.949 -0.383 0.414  0.000
54 H -1.621 -0.986 0.256  0.000
55 C 1.371 4.403 1.178  0.000
56 C 0.185 3.905 0.440  0.000
57 C 0.438 3.784 -1.058  0.000
58 O -0.710 3.307 -1.677  0.000
59 C -1.283 4.145 -2.685  0.000
60 N -0.088 2.569 1.036  0.000
61 H 1.160 4.931 2.108  0.000
62 H 1.766 5.220 0.574  0.000
63 H 2.171 3.668 1.262  0.000
64 H -0.625 4.601 0.661  0.000
65 H 1.168 2.989 -1.208  0.000
66 H 0.958 4.637 -1.494  0.000
67 H -0.552 4.365 -3.463  0.000
68 H -1.595 5.122 -2.316  0.000
69 H -2.110 3.701 -3.239  0.000
70 H 0.848 2.194 1.097  0.000
71 H -0.211 2.793 2.013  0.000
72 C -6.193 0.765 -3.638  0.000
73 C -4.910 1.266 -3.063  0.000
74 O -3.776 1.010 -3.879  0.000
75 C -2.590 0.901 -3.335  0.000
76 O -2.344 0.992 -2.162  0.001
77 O -1.767 0.834 -4.308  0.000
78 C -0.359 0.708 -4.163  0.001
79 H -6.357 1.145 -4.647  0.000
80 H -7.032 1.064 -3.011  0.000
81 H -6.237 -0.324 -3.640  0.000
82 H -4.818 0.743 -2.111  0.000
83 H -4.991 2.334 -2.859  0.000
84 H 0.053 0.854 -5.161  0.000
85 H -0.230 -0.323 -3.831  0.000
86 H 0.117 1.400 -3.468  0.000

Calculated values
Molecular weight, g mol⁻¹: 543.1
Highest occupied orbital energy (spin up / spin down), eV: -14.5091 / -14.5087
E_LUMO (spin up / spin down), eV: -4.69 / -9.99
Spin multiplicity: 2
Total energy, hartree: -3393.4161
Net charge: +2



(3)
# C4H4O3

The molecule C4H4O3 (ωB97M-V with the def2-TZVPD basis set, OMol25).

Each line ends with the Löwdin charge.
Cartesian coordinates (Å):
1 C -1.810 0.014 -0.021  0.097
2 C -0.503 -0.070 -0.294  -0.331
3 O -0.112 -0.223 -1.586  0.052
4 C 0.564 -0.125 0.756  -0.278
5 O 0.293 -0.401 1.906  0.123
6 C 2.042 0.140 0.441  -0.157
7 O 2.432 0.760 -0.513  0.100
8 H -2.220 0.420 0.889  0.073
9 H -2.501 -0.371 -0.767  0.079
10 H -0.902 0.092 -2.050  0.110
11 H 2.716 -0.236 1.240  0.133

Calculated values
Molecular weight, g mol⁻¹: 100.1
Highest occupied orbital energy, eV: -9.6388
E_LUMO, eV: -0.94
Spin multiplicity: 1
Total energy, hartree: -380.4722
Net charge: 0
SMILES string: C=C(O)C(=O)C=O



(4)
# C2HBr2N3

The molecule C2HBr2N3 at a distorted geometry (ωB97M-V with the def2-TZVPD basis set, OMol25).

Each line ends with the Löwdin charge.
Cartesian coordinates (Å):
1 C -1.234 0.002 -0.049  -0.960
2 C 0.844 0.644 0.069  -0.800
3 N -0.647 1.193 -0.019  0.080
4 N -0.467 -1.092 -0.019  -0.010
5 N 0.788 -0.664 -0.058  -0.046
6 Br -3.094 -0.172 0.009  0.734
7 Br 2.394 1.526 0.003  0.843
8 H 1.416 -1.437 0.064  0.159

Calculated values
Molecular weight, g mol⁻¹: 226.9
Highest occupied orbital energy, eV: -9.4408
E_LUMO, eV: 0.47
Spin multiplicity: 1
Total energy, hartree: -5389.0520
Net charge: 0
SMILES string: Brc1n[nH]c(Br)n1



Q: Number 2 is which compound?
A: C20H53N4O8Zn